(1)
Computed, not measured: a molecular structure, C22H42GdNOP3S at a distorted geometry, with wB97M-V/def2-TZVPD.

Positions of all 71 atoms, in Å:
Gd  -0.5434  -0.1421  -0.3444
P  1.6814  0.8417  1.1633
P  -1.1499  2.2465  -1.6718
P  1.5369  -0.5611  -2.1288
H  -1.9752  -2.5065  -0.1041
C  -0.8951  -2.6567  -0.2494
C  0.0397  -2.4733  0.7338
H  -0.2041  -2.2237  1.7800
C  1.4192  1.2476  2.9181
C  2.3957  2.4467  0.6048
C  3.2332  -0.1422  1.3408
C  -2.5612  1.9141  -2.8021
C  -1.9236  3.5100  -0.6161
C  -0.0734  3.2411  -2.7722
C  2.4195  -2.1457  -1.9726
C  2.8580  0.6126  -2.5558
C  0.7332  -0.7884  -3.7506
H  -0.6119  -3.1370  -1.1863
H  1.0831  -2.7729  0.5745
H  1.1007  0.3638  3.4803
H  0.6190  1.9879  3.0270
H  2.3512  1.6414  3.3525
H  1.6106  3.2135  0.6133
H  2.7801  2.3675  -0.4188
H  3.2079  2.7427  1.2862
H  3.0007  -1.0993  1.8286
H  3.9470  0.4237  1.9634
H  3.6833  -0.3589  0.3614
H  -2.9295  2.8252  -3.2926
H  -3.3856  1.3817  -2.3053
H  -2.0896  1.2762  -3.5546
H  -2.4249  4.2503  -1.2534
H  -1.1343  3.9814  -0.0186
H  -2.6442  3.0242  0.0561
H  -0.6260  4.1132  -3.1541
H  0.2867  2.6356  -3.6183
H  0.7894  3.5824  -2.1828
H  2.8428  -2.3805  -2.9582
H  1.7343  -2.9453  -1.6666
H  3.2234  -2.0592  -1.2309
H  3.3528  0.2437  -3.4637
H  3.5822  0.6708  -1.7355
H  2.4277  1.6039  -2.7486
H  1.4865  -1.1590  -4.4584
H  0.3021  0.1444  -4.1364
H  -0.0711  -1.5277  -3.6543
C  -2.1619  -1.1951  -5.6940
C  -3.2148  -1.0402  -6.6166
C  -3.5832  -2.1866  -7.3365
C  -2.9115  -3.4225  -7.1705
C  -1.7052  -3.4316  -6.4580
C  -1.2507  -2.2631  -5.8078
O  -2.1329  -0.3848  -4.5838
H  -3.0262  0.0479  -4.3925
H  -3.7421  -0.0646  -6.6225
H  -4.4251  -2.1166  -8.0348
H  -3.3245  -4.3476  -7.6134
H  -1.1282  -4.3656  -6.4015
H  -0.2465  -2.2139  -5.3959
S  -2.3255  0.3069  1.6374
C  -1.8642  -0.0650  3.2244
N  -1.6730  -1.3665  3.6226
C  -1.1951  -1.6881  4.8630
C  -0.9470  -0.6976  5.7836
C  -1.2523  0.6353  5.4442
C  -1.7138  0.9468  4.1778
H  -1.8159  -2.1041  2.9277
H  -1.0599  -2.7488  5.0658
H  -0.4801  -0.9402  6.7390
H  -1.1118  1.4275  6.1765
H  -1.9365  1.9564  3.8633

Forces on the atoms, in the same order (eV/Å):
-0.68 2.02 0.41
1.67 0.74 0.89
-1.52 1.77 -1.36
0.98 -0.30 -1.24
0.34 0.13 0.13
1.08 -1.43 1.55
-0.95 -1.95 -0.67
0.06 0.33 -0.75
-0.52 -0.02 0.31
-0.48 -0.02 -0.46
-0.31 -0.42 -0.32
0.55 -0.57 0.00
0.45 -0.16 0.66
0.53 -0.33 0.22
0.12 -0.03 0.15
0.05 0.11 0.21
-0.17 0.08 0.31
0.06 0.28 -0.02
-0.37 0.20 -0.09
0.18 0.04 -0.03
0.22 -0.01 -0.05
-0.32 -0.14 -0.17
0.23 -0.04 0.06
0.00 0.06 0.27
-0.29 -0.15 -0.21
0.19 0.22 -0.06
-0.31 -0.21 -0.28
-0.05 0.11 0.34
0.15 -0.11 0.36
0.20 0.19 -0.14
-0.36 0.23 -0.02
0.17 -0.18 0.19
-0.34 0.15 0.02
0.12 0.29 -0.16
0.10 -0.33 0.18
-0.13 0.24 0.25
-0.15 0.06 -0.30
0.02 -0.11 0.33
0.23 0.07 -0.18
-0.14 -0.14 -0.20
-0.02 0.16 0.22
-0.03 0.10 -0.28
0.21 -0.21 0.01
-0.17 0.08 0.14
0.05 -0.29 0.10
0.20 0.26 -0.09
-0.84 -0.73 -1.08
0.43 -0.76 0.82
-0.05 -0.09 -0.33
-0.18 0.59 0.05
-0.07 0.33 -0.35
-0.82 -0.43 -0.03
-0.70 1.56 0.97
1.61 -1.26 -1.14
0.07 -0.92 -0.18
0.30 -0.12 0.37
0.42 0.77 0.19
-0.10 0.62 -0.12
-0.55 -0.31 0.13
-0.35 -0.03 -1.10
0.20 -0.60 1.25
0.41 0.73 0.17
-0.24 0.02 -0.13
0.17 0.12 -0.13
0.00 -0.19 0.07
0.09 -0.50 0.06
-0.26 0.34 0.53
0.02 0.25 -0.06
-0.39 -0.01 -0.24
0.00 -0.15 -0.10
0.01 0.03 0.15

HOMO-LUMO gap (spin up / spin down)   2.689 / 4.300 eV
<S²>   16.03
Multiplicity   8
Total charge   +3
ΔE to the lowest compared entry with this formula, charge and spin   47.0 kJ/mol

Mulliken atomic charge list, values in e, 8 entries: -0.25 1.09 0.82 1.05 0.49 -0.67 -0.08 -0.12

***

(2)
Computed, not measured: a gas-phase ion, C13H17OS (charge +1) at a distorted geometry, with wB97M-V/def2-TZVPD.

Positions of all 32 atoms, in Å:
C  4.8247  1.9894  -1.6556
C  4.2214  2.3316  -0.4671
C  4.1480  1.3179  -2.6424
C  3.0135  1.8151  -0.1735
C  2.9214  0.7865  -2.3538
C  2.3457  1.0106  -1.1460
C  -0.0736  -2.6372  0.1704
C  1.0549  0.3891  -0.8096
C  -3.3439  -0.4138  0.1640
C  -3.2061  -1.2097  1.4520
C  -2.1422  -0.7062  -0.6467
C  -1.7401  -1.0591  2.0570
C  0.3204  0.7086  0.4214
O  0.4700  -0.3625  -1.6350
S  -0.7137  -1.0127  0.3895
H  5.8026  2.3419  -1.8381
H  4.9133  2.9422  0.0427
H  4.6107  1.0487  -3.5834
H  2.4851  2.1232  0.7183
H  2.2780  0.1531  -3.0505
H  0.7576  -2.6948  0.8095
H  0.1397  -2.6102  -0.8753
H  -4.3898  -0.6803  -0.2878
H  -3.4680  0.6356  0.4548
H  -3.8435  -0.9605  2.2607
H  -3.4217  -2.3082  1.2604
H  -2.2789  -1.5834  -1.3037
H  -1.7419  0.1885  -1.1875
H  -1.6543  -0.0272  2.3400
H  -1.5597  -1.9685  2.5968
H  0.7937  0.9940  1.3898
H  -0.5850  1.3257  0.1780

Forces on the atoms, in the same order (eV/Å):
-0.51 -0.01 -1.12
1.51 -0.27 -0.87
0.63 -1.01 -0.68
-1.91 -0.13 -0.05
-1.80 -1.53 -1.93
-0.25 0.61 2.76
-2.22 2.58 -0.32
0.32 -0.14 -3.17
-2.99 0.04 1.49
1.45 -2.21 0.04
0.89 1.15 -2.09
-1.45 0.30 -4.07
-2.46 -0.82 0.61
1.08 1.35 1.73
-0.10 -2.54 3.15
0.96 0.31 -0.25
-0.30 0.75 1.76
0.09 0.31 -0.01
0.13 -0.19 0.21
1.38 0.94 0.66
1.18 -0.47 0.93
0.47 -0.57 -0.75
2.23 0.31 0.24
0.40 0.06 -0.36
-0.97 0.64 0.53
0.50 1.18 0.12
0.47 0.47 0.23
-0.88 -1.01 -0.25
0.42 0.06 1.33
0.99 0.25 0.71
-0.38 -0.54 -0.88
1.13 0.09 0.28

HOMO-LUMO gap   7.926 eV
Total charge   +1
ΔE to the lowest compared entry with this formula, charge and spin   28.8 kJ/mol

Mulliken atomic charge list, values in e, 8 entries: -0.36 -0.90 -0.62 -0.25 -0.13 0.54 -1.17 0.94

***

(3)
Computed, not measured: a molecular structure, C42H69P3SbSiZn at a distorted geometry, with wB97M-V/def2-TZVPD.

Positions of all 117 atoms, in Å:
Zn  -0.6255  0.0732  0.4807
C  1.6661  -5.0574  -0.8501
C  2.7553  -3.9960  -0.5833
C  3.9312  -4.6546  0.1539
P  1.9762  -2.4972  0.1889
C  2.2665  -2.6914  2.0236
C  3.4084  -1.8651  2.5916
C  0.9112  -2.4797  2.7698
C  3.0526  -1.1693  -0.4614
C  4.4482  -1.1936  -0.3507
C  5.2169  -0.2267  -0.9862
C  4.6110  0.7543  -1.7661
C  3.2261  0.7866  -1.8955
C  2.4444  -0.1993  -1.2991
Si  0.5369  -0.2305  -1.4522
C  0.0684  -1.8713  -2.3033
C  0.9116  -2.3644  -3.3013
C  0.5136  -3.4330  -4.0968
C  -0.7109  -4.0463  -3.8589
C  -1.5474  -3.5929  -2.8474
C  -1.1318  -2.5519  -2.0247
P  -2.1836  -1.9591  -0.6505
C  -2.9927  -3.5307  0.0651
C  -4.1254  -4.2769  -0.6671
C  -1.8958  -4.5383  0.4260
C  -3.5005  -0.9695  -1.4833
C  -4.6943  -0.7414  -0.5295
C  -3.9580  -1.4702  -2.8515
C  -0.0650  1.0957  -2.6910
C  0.3054  0.9314  -4.0256
C  -0.2319  1.7443  -5.0143
C  -1.1510  2.7355  -4.7080
C  -1.5481  2.9243  -3.3908
C  -1.0338  2.1004  -2.3834
P  -1.4088  2.5051  -0.6372
C  -3.1145  3.3306  -0.7407
C  -3.9131  3.0231  0.5329
C  -3.1581  4.8409  -1.0335
C  -0.0765  3.7678  -0.2541
C  0.5941  4.3979  -1.4822
C  -0.4959  4.8589  0.7623
H  2.1277  -5.8864  -1.4229
H  0.8278  -4.6516  -1.4317
H  1.2675  -5.4706  0.0929
H  3.1029  -3.6386  -1.5611
H  3.5769  -5.3388  0.9393
H  4.6151  -3.9233  0.5996
H  4.5065  -5.2602  -0.5971
H  2.5089  -3.7693  2.1524
H  3.3145  -0.8028  2.3341
H  4.4046  -2.2290  2.2654
H  3.3732  -1.9487  3.6964
H  0.2718  -1.7309  2.2764
H  1.1057  -2.1473  3.7980
H  0.3398  -3.4321  2.8206
H  4.9497  -1.9904  0.2259
H  6.3074  -0.2544  -0.8964
H  5.2325  1.5237  -2.2409
H  2.7471  1.5874  -2.4611
H  1.9020  -1.9177  -3.4432
H  1.1556  -3.7950  -4.9042
H  -1.0092  -4.9128  -4.4613
H  -2.5397  -4.0352  -2.7299
H  -3.4083  -3.1358  1.0155
H  -3.7278  -4.9554  -1.4558
H  -4.8788  -3.6036  -1.1183
H  -4.6450  -4.9115  0.0703
H  -1.5098  -5.0621  -0.4695
H  -2.3142  -5.3126  1.1052
H  -1.0455  -4.0813  0.9471
H  -3.0131  0.0184  -1.6370
H  -5.3403  -1.6350  -0.4592
H  -5.3183  0.0948  -0.9044
H  -4.3685  -0.4686  0.4791
H  -4.4132  -2.4836  -2.8026
H  -3.1268  -1.4646  -3.5845
H  -4.7441  -0.7887  -3.2237
H  1.0398  0.1643  -4.2888
H  0.0882  1.5971  -6.0433
H  -1.5607  3.3718  -5.4918
H  -2.2697  3.7138  -3.1416
H  -3.6012  2.7861  -1.5794
H  -3.4976  3.5591  1.3995
H  -3.9341  1.9407  0.7677
H  -4.9642  3.3494  0.4095
H  -3.1001  5.4033  -0.0764
H  -4.1285  5.0754  -1.4998
H  -2.3529  5.2067  -1.6886
H  0.6737  3.1286  0.2576
H  -0.1366  4.9630  -2.1013
H  1.0873  3.6532  -2.1295
H  1.3492  5.1123  -1.1227
H  -0.8557  5.7509  0.2214
H  0.4140  5.1627  1.3264
H  -1.2651  4.5241  1.4687
C  1.2082  0.4704  6.0703
C  1.9649  1.4748  5.2053
Sb  1.3067  1.3491  3.0786
C  -0.6993  2.2501  3.2914
C  -0.8401  3.4412  4.2449
C  2.6369  2.9882  2.4148
C  2.7528  4.2065  3.3167
H  1.4871  0.5662  7.1325
H  1.4385  -0.5660  5.7462
H  0.1222  0.6277  5.9981
H  3.0563  1.2800  5.2080
H  1.7811  2.5216  5.5022
H  -1.3288  1.4056  3.6149
H  -1.0110  2.5022  2.2586
H  -0.5849  3.1444  5.2729
H  -1.8774  3.8124  4.2508
H  -0.1844  4.2713  3.9518
H  2.3162  3.2555  1.3969
H  3.6243  2.4943  2.3264
H  1.7539  4.6431  3.4870
H  3.3866  4.9906  2.8593
H  3.1885  3.9587  4.2963

Forces on the atoms, in the same order (eV/Å):
-0.54 0.05 -0.25
0.25 -0.17 -0.14
-0.29 -0.40 -0.07
0.38 -0.29 -0.66
-0.51 -0.05 0.12
-0.33 -0.69 -0.07
0.38 -0.07 0.71
0.20 -0.38 -0.04
0.48 0.01 -0.53
0.07 -0.18 0.21
0.35 -0.06 -0.21
0.28 0.43 0.15
0.13 0.01 -0.10
-0.58 -0.09 0.63
1.31 -0.27 -0.59
0.07 0.10 0.37
0.04 0.02 -0.18
0.21 -0.19 0.03
-0.15 -0.43 -0.40
-0.01 -0.34 -0.03
-0.10 0.82 -0.14
-0.32 -0.63 0.38
0.11 0.40 0.26
-0.16 0.06 -0.38
0.10 -0.52 0.26
-0.27 0.44 0.06
-0.22 0.12 -0.26
-0.25 -0.07 -0.42
-0.69 0.13 0.41
0.06 0.15 0.01
0.30 -0.12 -0.41
-0.19 0.16 -0.01
-0.22 -0.12 0.10
0.66 -0.22 -0.01
-0.57 -0.02 0.07
0.22 -0.40 -0.12
-0.36 -0.23 0.13
-0.08 0.27 0.36
0.16 -0.20 0.29
-0.11 0.21 -0.17
0.48 0.15 -0.21
-0.35 0.27 0.29
0.21 -0.07 0.12
0.15 0.14 -0.28
-0.01 0.03 0.15
0.13 0.23 -0.20
-0.09 -0.29 -0.07
-0.39 0.42 0.80
0.00 0.61 -0.06
0.12 -0.26 -0.01
-0.63 0.25 0.17
0.17 0.11 -0.43
0.20 -0.19 0.18
-0.16 -0.05 -0.16
0.30 0.60 -0.09
-0.33 0.68 -0.39
-0.40 0.03 -0.03
-0.31 -0.35 0.16
0.15 -0.24 -0.03
-0.37 -0.04 -0.09
-0.16 0.08 0.33
0.04 0.47 0.15
0.52 0.04 0.05
0.13 -0.15 -0.42
-0.32 0.49 0.54
0.40 -0.45 0.26
0.17 0.19 -0.28
-0.17 0.33 0.39
0.19 0.41 -0.41
-0.11 0.01 -0.16
-0.14 -0.39 0.02
0.32 0.40 0.00
0.27 -0.45 0.14
-0.01 -0.08 -0.02
0.41 0.64 -0.09
-0.51 -0.11 0.40
0.30 -0.24 0.06
-0.30 0.26 -0.01
-0.10 0.07 0.12
0.12 -0.17 0.15
0.40 -0.44 -0.26
0.34 0.21 0.40
-0.10 -0.17 -0.19
0.08 0.52 -0.13
0.48 -0.08 0.07
-0.04 -0.27 -0.66
0.34 0.05 0.14
-0.33 -0.16 0.22
-0.27 0.23 -0.33
0.46 -0.34 0.38
-0.22 0.33 0.29
-0.12 -0.16 -0.17
0.06 -0.39 0.33
-0.63 -0.14 -0.21
0.20 0.15 -0.10
0.10 -0.24 0.04
-0.05 -0.07 -0.69
0.06 0.72 0.38
0.41 0.06 -0.09
-0.14 -0.09 -0.06
0.07 -0.60 -0.20
-0.30 0.42 0.15
-0.08 -0.07 -0.35
-0.21 0.53 0.25
0.24 -0.12 0.05
-0.58 0.18 -0.03
0.12 -0.46 -0.07
0.12 0.22 -0.07
0.11 -0.09 0.47
-0.06 0.16 -0.28
0.29 -0.06 0.06
-0.24 -0.22 0.12
0.20 -0.04 0.31
-0.47 0.12 -0.10
0.51 -0.01 0.04
-0.25 -0.39 0.18
-0.16 0.07 -0.33

HOMO-LUMO gap   6.399 eV
Total charge   +1
ΔE to the lowest compared entry with this formula, charge and spin   0.0 kJ/mol

Mulliken atomic charge list, values in e, 8 entries: 0.01 -1.08 0.29 -1.50 0.84 0.73 -1.35 -0.75

***

(4)
Computed, not measured: 2 unconnected molecules or ions with the total composition C3H4N2O at a distorted geometry, with wB97M-V/def2-TZVPD.

Positions of all 10 atoms, in Å:
C  -1.6023  -0.1700  -0.0370
C  -0.4502  0.7313  -0.0260
C  0.4520  1.5293  -0.0145
N  2.9008  -0.3000  0.0573
N  2.0553  -1.0426  0.0685
O  1.1653  -1.8279  0.0799
H  -1.5635  -0.8772  0.7965
H  -1.6490  -0.7420  -0.9686
H  -2.5200  0.4195  0.0503
H  1.2116  2.2795  -0.0064

Forces on the atoms, in the same order (eV/Å):
-0.07 -0.02 0.00
0.30 0.44 0.01
-0.50 -0.18 -0.01
-1.11 -1.06 0.02
0.94 0.61 -0.01
0.33 0.32 -0.01
0.04 0.12 -0.12
0.05 0.09 0.14
0.09 -0.12 -0.01
-0.06 -0.20 0.00

HOMO-LUMO gap   11.143 eV
ΔE to the lowest compared entry with this formula, charge and spin   392.7 kJ/mol

Mulliken atomic charge list, values in e, 8 entries: -1.17 0.02 -0.12 -0.27 0.76 -0.50 0.29 0.29

***

(5)
Computed, not measured: C6H10 in the gas phase at a distorted geometry, with wB97M-V/def2-TZVPD.

Positions of all 16 atoms, in Å:
C  1.7688  -0.4225  0.4320
C  0.7134  0.0710  -0.5666
C  -0.4423  -0.9654  -0.6714
C  -1.7938  -0.1486  0.0741
C  -1.1900  1.2139  0.3176
C  0.0722  1.3364  -0.0730
H  1.2692  -0.6638  1.3767
H  2.5280  0.3419  0.6269
H  2.2792  -1.3293  0.0846
H  1.2261  0.2716  -1.5252
H  -0.2596  -1.5295  -1.6208
H  -0.2920  -1.7546  0.0688
H  -1.8760  -0.7902  0.9527
H  -2.8839  0.0325  -0.1311
H  -1.7580  2.0755  0.6768
H  0.6387  2.2611  -0.0221

Forces on the atoms, in the same order (eV/Å):
0.10 -0.01 0.11
-0.03 0.01 0.17
-0.53 0.36 0.50
0.81 -0.46 -0.31
0.31 -0.02 -0.15
0.00 0.07 0.14
0.14 0.08 -0.04
-0.06 -0.09 -0.02
-0.11 0.17 -0.03
-0.37 -0.24 0.17
-1.53 0.82 0.23
0.19 0.14 0.01
0.09 0.44 0.43
1.03 -0.77 -1.30
0.00 -0.44 0.04
-0.05 -0.04 0.05

HOMO-LUMO gap   10.160 eV
ΔE to the lowest compared entry with this formula, charge and spin   143.1 kJ/mol

Mulliken atomic charge list, values in e, 8 entries: -1.43 0.45 -0.99 -0.58 -0.26 -0.59 0.36 0.39

***

(6)
Computed, not measured: C6H16N2O2 in the gas phase at a distorted geometry, with wB97M-V/def2-TZVPD.

Positions of all 26 atoms, in Å:
C  0.2197  -0.3231  0.0021
C  -0.6891  0.4945  -0.8710
C  -2.8900  0.1565  0.4908
C  2.7634  -0.6718  -0.5355
C  0.0723  -1.8137  -0.2401
C  0.2958  0.0413  1.4719
N  1.6244  0.1785  -0.8072
N  -0.7073  1.8872  -0.6488
O  -2.1177  -0.2136  -0.6122
O  2.0030  1.4719  -0.3227
H  1.3108  2.0577  -0.6709
H  -0.5405  0.2646  -1.9267
H  -1.3515  2.3660  -1.2645
H  -0.8949  2.1377  0.3138
H  -2.8639  1.2393  0.6914
H  -2.6215  -0.3831  1.4106
H  -3.9284  -0.0977  0.2561
H  3.6407  -0.1963  -0.9765
H  2.6104  -1.6306  -1.0242
H  2.9489  -0.8241  0.5357
H  0.1596  -2.0393  -1.3003
H  -0.9077  -2.1394  0.0994
H  0.8290  -2.3685  0.3111
H  0.2666  1.1104  1.6770
H  -0.4882  -0.4249  2.0613
H  1.2559  -0.2796  1.8796

Forces on the atoms, in the same order (eV/Å):
3.18 1.26 -1.46
-3.32 -1.45 1.06
-0.02 0.21 0.02
0.03 0.17 0.09
-0.01 0.28 0.14
0.26 0.20 0.06
-1.58 -0.72 1.00
-0.03 -0.07 -0.04
1.34 1.01 -1.09
0.11 -0.24 0.30
0.04 -0.20 -0.04
-0.09 0.00 0.29
0.02 -0.06 0.00
0.01 -0.01 -0.07
0.02 -0.11 0.06
0.07 0.10 -0.04
0.07 0.05 0.03
-0.04 -0.04 0.05
-0.01 -0.03 0.04
0.08 -0.02 0.02
0.00 -0.05 -0.10
-0.02 0.00 -0.03
0.08 0.01 0.01
-0.05 0.06 -0.19
-0.12 -0.18 -0.07
-0.01 -0.18 -0.04

HOMO-LUMO gap   9.103 eV
ΔE to the lowest compared entry with this formula, charge and spin   403.5 kJ/mol

Mulliken atomic charge list, values in e, 8 entries: 1.59 -0.22 -0.61 -0.94 -1.96 -1.61 -0.15 -0.56